# 1
This record from the OMol25 dataset describes a molecular structure, C24H44BLuNP2 in a non-equilibrium geometry. The level of theory is ωB97M-V with the def2-TZVPD basis set.

The geometry in XYZ format:
```
73
Properties=species:S:1:pos:R:3:forces:R:3
Lu -0.031037 0.273445 -1.038980 0.5 -1.1 5.7
C -0.960409 -1.631331 0.518683 1.2 0.4 0.3
C 0.357216 -1.980821 0.048315 -0.5 1.3 0.4
C 0.568342 -0.309998 1.647507 -0.5 -0.7 -1.0
C -0.815181 -0.607660 1.513280 1.0 -0.7 -0.9
C 1.301351 -1.131564 0.726089 -1.3 0.1 0.0
C -2.201013 -2.390163 0.241813 -0.7 -0.4 0.0
H -2.202159 -2.819694 -0.769048 -0.1 0.0 0.3
H -3.087628 -1.745410 0.340062 0.2 -0.3 -0.1
H -2.316317 -3.229222 0.953740 0.0 0.3 -0.3
C -1.872153 -0.065156 2.390383 -0.4 0.5 0.3
H -2.843958 -0.501364 2.155791 0.0 0.1 0.1
H -1.939598 1.027305 2.292840 -0.1 -0.2 0.1
H -1.653278 -0.280192 3.448521 0.0 0.0 -0.3
C 1.126366 0.589196 2.679431 0.2 0.6 0.3
H 0.821778 0.266831 3.688736 0.1 0.1 -0.3
H 0.763228 1.620939 2.548771 0.2 -0.2 0.2
H 2.220032 0.593589 2.652361 -0.2 0.1 0.1
C 2.770415 -1.272707 0.674713 0.8 -0.1 0.1
H 3.120406 -2.061435 1.363758 -0.1 0.2 -0.2
H 3.269209 -0.339449 0.965029 0.0 -0.2 -0.1
H 3.110075 -1.546323 -0.332331 0.1 0.0 0.2
C 0.707822 -3.163434 -0.763107 0.2 -0.7 -0.3
H 0.968441 -4.001050 -0.094824 0.0 0.1 -0.3
H 1.574203 -2.976645 -1.413339 -0.1 -0.2 0.1
H -0.127634 -3.499491 -1.388535 0.2 0.0 0.1
C -1.392054 1.702186 -5.223472 -1.9 -1.1 -1.6
C -1.758264 0.399882 -5.358326 -1.2 1.8 -2.8
C -1.211921 -0.483325 -6.446908 -0.5 -0.4 -0.5
C 0.298792 -0.369153 -6.695707 -0.4 -0.2 -0.3
C 1.093581 0.029091 -5.488619 1.1 0.1 -0.8
C 1.528146 1.286138 -5.263976 0.6 -0.1 -0.8
C 0.921746 2.523749 -5.869523 0.2 0.1 -0.7
C -0.578087 2.437509 -6.226722 0.7 0.6 -0.3
H -1.746866 -0.267795 -7.395913 0.2 -0.1 0.4
H 0.493457 0.292769 -7.555109 0.0 0.0 0.6
H -1.461210 -1.535559 -6.223895 0.0 0.4 0.0
H -0.713233 2.065229 -7.253511 0.0 -0.2 0.5
H -1.831184 2.339302 -4.458711 -0.2 -0.2 -0.4
H -2.740523 0.031651 -5.037705 0.7 0.2 0.3
H -0.956297 3.474088 -6.275440 0.1 -0.4 0.1
H 1.067025 3.384776 -5.198843 0.0 -0.3 -0.1
H 2.530791 1.459110 -4.863601 -0.6 -0.3 0.4
H 1.488808 2.781056 -6.784464 -0.1 0.0 0.3
H 0.656781 -1.357219 -7.024358 0.0 0.3 0.2
H 1.465649 -0.807520 -4.892305 0.3 0.3 -0.3
P -2.068770 0.190285 -2.805814 0.9 -1.4 3.1
C -3.635823 1.069601 -3.040035 -0.5 0.3 -0.3
C -1.774315 -1.591442 -3.323336 -0.1 0.1 -0.2
P 2.029849 1.194867 -2.421219 -0.4 -0.8 2.0
C -0.512071 1.000719 -3.023675 0.5 0.7 -3.1
C 3.074774 -0.206811 -2.958805 0.4 0.3 -0.8
C 2.590967 2.873666 -2.775693 0.0 0.5 -0.3
H -3.632696 1.955910 -2.379679 0.1 -0.5 -0.2
H -4.474588 0.416084 -2.739910 0.5 0.2 0.0
H -3.801460 1.403948 -4.074348 0.0 -0.1 0.3
H -1.108766 -1.684041 -4.204748 -0.4 0.2 0.5
H -2.756615 -2.035311 -3.572083 0.5 0.1 0.1
H -1.329336 -2.188466 -2.493583 -0.4 0.6 -0.5
H 2.272824 3.176993 -3.782896 0.4 0.0 0.4
H 3.678253 2.990361 -2.675453 -0.2 -0.2 -0.1
H 2.097476 3.548139 -2.057392 0.2 -0.4 -0.1
H -0.471528 2.104913 -3.050108 -0.3 -0.7 -0.2
H 0.026584 0.541184 -3.859507 -0.8 0.7 0.6
H 3.747815 -0.500096 -2.131527 -0.3 0.3 -0.3
H 3.662424 0.045438 -3.853602 0.0 -0.3 0.3
H 2.442947 -1.086035 -3.195267 0.3 0.5 0.3
B -1.039279 3.987074 1.926108 -0.1 0.7 0.6
C -0.768519 2.934189 0.847959 0.4 -1.5 -1.4
N -0.557597 2.130236 0.011151 -0.2 1.3 0.9
H -1.922003 4.684932 1.450306 0.2 -0.1 0.1
H 0.008935 4.617650 2.063081 -0.3 -0.2 -0.1
H -1.392233 3.453054 2.975326 0.2 0.0 -0.5
```
Forces are in eV/Å.

Summary:
* frontier orbital gap (spin up / spin down): 4.650 / 4.644 eV
* LUMO level (spin up / spin down): -5.59 / -5.59 eV
* energy above the lowest of the compared OMol25 structures with the same formula, charge and spin: 42.2 kcal per mole
* total charge: +1
* energy: -79954.101 eV



# 2
This record from the OMol25 dataset describes C7H14O4 in the gas phase in a non-equilibrium geometry. The level of theory is ωB97M-V with the def2-TZVPD basis set.

The geometry in XYZ format:
```
25
Properties=species:S:1:pos:R:3:forces:R:3
C 3.303365 0.117167 -0.168978 -0.4 -0.2 -0.5
C 0.995227 -0.069315 0.507422 0.6 -0.3 1.3
C 0.647227 -1.464509 -0.034777 -0.5 -0.1 -0.3
C -0.503750 -1.329833 -1.079530 1.0 -0.6 0.0
C -1.434999 -0.168985 -0.848222 0.4 -0.7 -1.2
C -0.635952 1.142815 -0.720246 -0.7 0.0 0.6
C -1.284612 2.065663 0.316265 0.8 0.6 -0.3
H 4.287586 -0.007695 0.313178 -0.4 0.7 -0.4
H 3.234006 -0.675998 -0.933019 -0.2 -0.3 0.4
H 3.087152 1.016873 -0.764536 0.8 0.1 0.5
H 0.480734 0.142530 1.470613 0.0 -0.2 -0.7
H 0.330982 -2.149976 0.780304 0.3 0.6 -0.4
H 1.539342 -1.911170 -0.507688 -0.4 0.2 0.2
H -1.088885 -2.252190 -1.128065 0.1 0.1 -0.1
H -0.075241 -1.159740 -2.084500 0.0 -0.2 0.4
H -2.067536 -0.192383 -1.737401 0.0 0.7 -0.2
H -2.112195 -1.657227 1.526637 0.4 1.5 -0.3
H -0.620984 1.624486 -1.714186 -0.1 -0.1 0.5
H -2.315692 2.224743 -0.017114 0.2 0.4 0.4
H -0.658958 2.976337 0.324440 -0.7 0.0 -0.2
H -1.242988 1.728546 1.360528 -0.3 -0.4 -0.5
O 2.348449 0.038149 0.879871 0.1 -0.3 0.0
O -2.432512 -0.439315 0.084902 -0.3 0.1 1.4
O -1.812529 -0.713425 1.371948 -0.7 -1.4 0.0
O 0.734548 0.931447 -0.426821 0.0 0.0 -0.5
```
Forces are in eV/Å.

Summary:
* frontier orbital gap: 10.023 eV
* LUMO level: 0.67 eV
* energy above the lowest of the compared OMol25 structures with the same formula, charge and spin: 71.1 kcal per mole
* energy: -15672.223 eV